Version w
# C4H10N4

The molecule C4H10N4 (ωB97M-V/def2-TZVPD, the Open Molecules 2025 dataset).

Element x y z (Å)
C (-1.81, 1.04, -0.14)
N (0.30, -0.19, 0.73)
C (0.52, -1.16, -0.12)
C (-0.31, 0.87, -0.36)
N (1.02, 0.01, 1.91)
N (1.18, -2.30, 0.12)
C (-0.02, -0.58, -1.36)
N (0.50, 1.89, -0.49)
H (0.40, 0.39, 2.61)
H (1.72, 0.73, 1.68)
H (1.66, -2.41, 1.00)
H (1.44, -2.88, -0.66)
H (0.00, 2.74, -0.72)
H (-2.29, 0.10, 0.12)
H (-2.00, 1.76, 0.65)
H (-2.27, 1.41, -1.06)
H (-0.80, -1.17, -1.86)
H (0.76, -0.24, -2.04)

**Net charge**: 0
**Orbital gap**: 7.578 eV

Atom charges from the Löwdin analysis, given in e for atoms 1 to 2: -0.057, -0.066

=====

Version x
# C4H10N4

A 2-piece molecular cluster, C4H10N4 overall (ωB97M-V/def2-TZVPD, the Open Molecules 2025 dataset).

Element x y z (Å)
C (0.94, 1.46, -1.40)
C (-0.09, 0.40, -1.22)
N (-1.37, 0.81, -0.85)
N (0.11, -0.81, -1.51)
H (-1.95, 0.19, -0.31)
H (-1.48, 1.78, -0.57)
H (-0.81, -1.30, -1.35)
H (1.25, 1.84, -0.43)
H (0.54, 2.28, -2.00)
H (1.80, 1.03, -1.91)
C (-0.04, -1.60, 1.26)
C (1.04, -0.60, 1.32)
N (-1.22, -1.26, 1.59)
N (0.94, 0.56, 1.81)
H (-1.92, -2.00, 1.53)
H (0.01, 0.74, 2.19)
H (0.26, -2.61, 0.97)
H (1.99, -0.89, 0.88)

**Net charge**: 0
**Orbital gap**: 9.561 eV

Atom charges from the Löwdin analysis, given in e for atoms 1 to 2: -0.041, -0.605

=====

Version y
# C4H10N4

C4H10N4 as an isolated structure (ωB97M-V/def2-TZVPD, the Open Molecules 2025 dataset).

Element x y z (Å)
C (0.62, -0.28, -1.47)
C (-0.78, 0.23, -0.79)
C (1.23, 0.06, -0.02)
C (-0.75, 0.52, 1.36)
H (0.21, -1.26, -2.79)
H (0.48, -2.18, -1.40)
H (1.02, 0.46, -2.13)
H (-1.45, 0.87, -1.37)
H (-1.37, -0.85, -0.47)
H (1.97, 1.17, -0.23)
H (1.49, -0.95, 0.56)
H (-0.44, 0.61, 3.38)
H (1.15, 0.20, 2.18)
H (-2.42, 1.20, 0.87)
N (0.91, -1.52, -2.04)
N (-0.03, 0.81, 0.19)
N (0.07, 0.05, 2.46)
N (-1.92, 0.86, 1.70)

**Net charge**: 0
**Orbital gap**: 9.821 eV

Atom charges from the Löwdin analysis, given in e for atoms 1 to 2: -0.415, -0.172

=====

Version z
# C4H10N4

A 2-piece molecular cluster, C4H10N4 overall (ωB97M-V/def2-TZVPD, the Open Molecules 2025 dataset).

Element x y z (Å)
C (0.98, 1.64, -0.14)
C (-0.33, -0.59, 0.18)
C (-2.80, -0.12, -0.24)
C (1.88, -1.07, -0.34)
H (1.76, 1.31, 0.58)
H (0.98, 2.63, -0.26)
H (1.47, 1.27, -1.02)
H (-0.41, 0.92, 1.74)
H (-1.60, -2.09, 0.80)
H (-3.16, 0.73, 0.38)
H (-2.40, 0.42, -1.20)
H (-3.70, -0.80, -0.53)
H (2.32, -1.57, -1.28)
H (3.69, -0.40, 0.23)
N (-0.21, 0.80, 0.18)
N (-1.58, -0.99, 0.67)
N (0.53, -1.49, -0.40)
N (2.57, -0.59, 0.66)

**Net charge**: 0
**Orbital gap**: 8.543 eV

Atom charges from the Löwdin analysis, given in e for atoms 1 to 2: -0.132, -0.554

=====

So which one wins? Going from most stable to least: version x, version w, version y, version z.

=====

Version w
# C24H66AsF6O9

C24H66AsF6O9 as an isolated structure (ωB97M-V/def2-TZVPD, the Open Molecules 2025 dataset).

Element x y z (Å)
As (6.53, -7.87, 12.00)
F (6.36, -7.94, 10.26)
F (5.89, -6.26, 11.93)
F (6.70, -7.80, 13.73)
F (7.20, -9.44, 11.94)
F (8.10, -7.18, 11.82)
F (4.94, -8.44, 12.21)
O (10.19, -5.26, 12.26)
H (9.48, -5.90, 12.11)
H (10.70, -5.26, 11.45)
C (2.43, -6.10, 8.12)
C (3.75, -5.92, 8.86)
C (4.28, -4.49, 8.73)
O (3.51, -6.23, 10.24)
H (2.14, -7.14, 8.17)
H (2.60, -5.87, 7.07)
H (1.64, -5.47, 8.53)
H (4.48, -6.62, 8.45)
H (3.50, -3.79, 9.04)
H (4.58, -4.30, 7.70)
H (5.14, -4.35, 9.38)
H (4.38, -6.35, 10.65)
C (8.11, -4.49, 17.02)
C (7.42, -5.21, 15.90)
C (6.85, -4.25, 14.85)
O (8.35, -6.10, 15.31)
H (7.38, -3.88, 17.56)
H (8.88, -3.82, 16.63)
H (8.59, -5.19, 17.70)
H (6.56, -5.77, 16.30)
H (6.01, -3.69, 15.25)
H (6.44, -4.85, 14.03)
H (7.64, -3.61, 14.47)
H (7.87, -6.66, 14.70)
C (3.24, -8.86, 15.33)
C (3.50, -7.49, 15.93)
C (3.39, -6.39, 14.90)
O (2.55, -7.20, 16.95)
H (3.10, -9.56, 16.16)
H (4.08, -9.21, 14.73)
H (2.34, -8.84, 14.71)
H (4.52, -7.48, 16.33)
H (2.35, -6.30, 14.56)
H (3.97, -6.59, 13.99)
H (3.65, -5.39, 15.25)
H (2.72, -7.77, 17.71)
C (6.73, -11.56, 9.37)
C (5.26, -11.62, 9.75)
C (4.46, -10.53, 9.06)
O (4.69, -12.91, 9.49)
H (7.31, -12.26, 9.98)
H (7.13, -10.58, 9.64)
H (6.89, -11.75, 8.31)
H (5.18, -11.46, 10.83)
H (4.50, -10.69, 7.97)
H (4.94, -9.56, 9.22)
H (3.43, -10.51, 9.41)
H (4.49, -12.94, 8.55)
C (9.83, -10.55, 15.91)
C (8.68, -10.23, 14.99)
C (8.20, -11.47, 14.25)
O (7.62, -9.69, 15.79)
H (9.59, -11.35, 16.62)
H (10.10, -9.65, 16.48)
H (10.70, -10.88, 15.34)
H (9.04, -9.50, 14.26)
H (8.15, -12.34, 14.91)
H (8.88, -11.70, 13.42)
H (7.22, -11.31, 13.81)
H (6.97, -9.33, 15.19)
C (9.54, -9.31, 6.61)
C (9.01, -8.81, 7.94)
C (9.68, -7.54, 8.41)
O (7.61, -8.59, 7.75)
H (9.23, -10.35, 6.47)
H (10.64, -9.35, 6.63)
H (9.17, -8.69, 5.80)
H (9.14, -9.63, 8.67)
H (10.77, -7.66, 8.43)
H (9.29, -7.15, 9.35)
H (9.49, -6.79, 7.63)
H (7.27, -8.16, 8.54)
C (3.44, -11.97, 13.25)
C (2.56, -12.30, 14.43)
C (1.10, -12.02, 14.19)
O (2.64, -13.72, 14.72)
H (4.45, -12.34, 13.42)
H (3.56, -10.89, 13.11)
H (3.04, -12.39, 12.33)
H (2.89, -11.78, 15.33)
H (0.71, -12.63, 13.37)
H (0.92, -10.97, 13.93)
H (0.52, -12.25, 15.09)
H (3.48, -13.90, 15.14)
C (11.24, -11.45, 11.53)
C (11.56, -10.10, 10.92)
C (10.56, -9.05, 11.35)
O (12.87, -9.66, 11.33)
H (11.79, -12.27, 11.07)
H (10.18, -11.70, 11.43)
H (11.47, -11.44, 12.60)
H (11.56, -10.19, 9.82)
H (10.58, -8.99, 12.44)
H (9.54, -9.33, 11.08)
H (10.77, -8.05, 10.98)
H (13.49, -10.33, 11.05)

**Net charge**: -1
**Orbital gap**: 9.758 eV

Atom charges from the Löwdin analysis, given in e for atoms 1 to 2: 0.720, -0.242

=====

Version x
# C24H66AsF6O9

C24H66AsF6O9 as an isolated structure (ωB97M-V/def2-TZVPD, the Open Molecules 2025 dataset).

Element x y z (Å)
As (4.47, 11.00, 16.49)
F (4.23, 9.31, 16.35)
F (2.80, 11.13, 16.94)
F (4.74, 12.70, 16.65)
F (6.15, 10.81, 16.08)
F (4.03, 11.19, 14.84)
F (4.85, 10.80, 18.16)
O (7.28, 11.71, 13.57)
H (6.90, 11.50, 14.43)
H (6.52, 11.95, 13.03)
C (1.50, 9.13, 20.83)
C (1.75, 10.52, 20.26)
C (0.72, 11.54, 20.70)
O (3.03, 10.96, 20.77)
H (0.77, 8.58, 20.23)
H (1.20, 9.15, 21.87)
H (2.42, 8.54, 20.71)
H (1.86, 10.49, 19.18)
H (0.41, 11.38, 21.73)
H (-0.14, 11.49, 20.03)
H (1.15, 12.54, 20.62)
H (3.70, 10.69, 20.13)
C (9.14, 11.38, 20.03)
C (8.06, 11.81, 19.06)
C (8.02, 13.31, 18.89)
O (8.38, 11.18, 17.82)
H (9.08, 10.30, 20.19)
H (9.07, 11.87, 21.01)
H (10.11, 11.64, 19.62)
H (7.08, 11.46, 19.40)
H (7.78, 13.82, 19.83)
H (7.33, 13.66, 18.12)
H (9.00, 13.69, 18.58)
H (7.64, 11.36, 17.22)
C (0.37, 15.84, 17.44)
C (1.25, 15.21, 18.51)
C (1.84, 13.88, 18.10)
O (2.22, 16.19, 18.88)
H (1.04, 16.26, 16.68)
H (-0.18, 16.67, 17.88)
H (-0.28, 15.10, 16.98)
H (0.61, 15.01, 19.38)
H (2.41, 13.39, 18.89)
H (2.45, 13.92, 17.19)
H (1.02, 13.19, 17.87)
H (2.52, 15.98, 19.77)
C (1.73, 9.14, 11.57)
C (2.84, 9.74, 12.41)
C (4.11, 8.93, 12.40)
O (3.06, 11.07, 11.94)
H (0.76, 9.53, 11.87)
H (1.73, 8.05, 11.65)
H (1.86, 9.34, 10.50)
H (2.46, 9.81, 13.44)
H (3.96, 7.96, 12.88)
H (4.87, 9.46, 13.00)
H (4.51, 8.86, 11.39)
H (3.74, 11.47, 12.50)
C (2.11, 6.57, 17.76)
C (2.58, 5.50, 18.72)
C (1.44, 4.83, 19.42)
O (3.27, 4.47, 18.01)
H (1.87, 7.50, 18.29)
H (1.22, 6.28, 17.20)
H (2.88, 6.86, 17.03)
H (3.25, 5.96, 19.46)
H (0.88, 5.54, 20.04)
H (1.80, 3.98, 20.00)
H (0.74, 4.45, 18.67)
H (4.22, 4.66, 17.98)
C (6.21, 7.22, 17.40)
C (6.78, 5.94, 18.02)
C (6.53, 5.92, 19.51)
O (6.08, 4.80, 17.49)
H (6.21, 7.17, 16.31)
H (6.84, 8.07, 17.67)
H (5.19, 7.40, 17.75)
H (7.85, 5.89, 17.81)
H (6.99, 6.79, 19.98)
H (6.91, 5.02, 19.99)
H (5.45, 5.96, 19.71)
H (6.37, 4.63, 16.59)
C (3.23, 16.07, 13.04)
C (3.15, 15.08, 14.17)
C (2.24, 13.89, 13.86)
O (4.48, 14.63, 14.44)
H (3.74, 16.98, 13.36)
H (2.24, 16.39, 12.72)
H (3.81, 15.67, 12.21)
H (2.74, 15.59, 15.06)
H (2.53, 13.40, 12.93)
H (1.20, 14.23, 13.83)
H (2.30, 13.16, 14.67)
H (4.41, 13.91, 15.09)
C (-0.01, 11.39, 15.06)
C (-0.67, 10.11, 15.57)
C (0.18, 8.90, 15.23)
O (-0.82, 10.20, 17.00)
H (-0.54, 12.28, 15.40)
H (0.06, 11.35, 13.96)
H (1.02, 11.49, 15.40)
H (-1.65, 10.00, 15.12)
H (-0.22, 7.99, 15.68)
H (1.22, 9.02, 15.57)
H (0.23, 8.75, 14.15)
H (0.07, 10.32, 17.36)

**Net charge**: -1
**Orbital gap**: 10.144 eV

Atom charges from the Löwdin analysis, given in e for atoms 1 to 2: 0.709, -0.230

=====

So which one wins? Going from most stable to least: version x, version w.

=====

Version w
# C2H7ClNO2P

C2H7ClNO2P as an isolated structure (ωB97M-V/def2-TZVPD, the Open Molecules 2025 dataset).

Element x y z (Å)
C (1.89, -0.80, -0.55)
C (-2.00, 0.95, -0.65)
N (1.02, -1.10, 0.55)
O (0.26, 2.25, 1.03)
O (-1.00, -0.05, -0.31)
P (-0.08, 0.04, 0.98)
Cl (-1.12, -0.67, 2.59)
H (1.31, 0.00, -1.05)
H (2.98, -0.56, -0.15)
H (2.17, -1.69, -1.19)
H (-3.00, 0.86, -0.15)
H (-2.29, 0.74, -1.69)
H (-1.50, 1.87, -0.59)
H (1.37, -1.84, 1.17)

**Net charge**: 0
**Orbital gap (alpha / beta)**: 8.669 / 8.664 eV

Atom charges from the Löwdin analysis, given in e for atoms 1 to 2: -0.173, -0.092

=====

Version x
# C2H7ClNO2P

The molecule C2H7ClNO2P (ωB97M-V/def2-TZVPD, the Open Molecules 2025 dataset).

Element x y z (Å)
C (-1.51, -1.02, -1.42)
C (1.02, -0.73, 2.02)
N (0.51, 3.35, -0.64)
O (-0.56, -1.07, -0.34)
O (1.74, -0.55, 0.77)
P (0.95, -0.33, -0.62)
Cl (-0.01, 1.77, -0.40)
H (-1.59, -1.98, -1.79)
H (-1.21, -0.21, -2.11)
H (-2.46, -0.81, -0.97)
H (1.76, -1.08, 2.86)
H (0.09, -1.18, 1.93)
H (0.86, 0.31, 2.36)
H (0.42, 3.52, -1.66)

**Net charge**: 0
**Orbital gap (alpha / beta)**: 7.847 / 7.845 eV

Atom charges from the Löwdin analysis, given in e for atoms 1 to 2: -0.149, -0.108

=====

So which one wins? Going from most stable to least: version w, version x.

=====

Version w
# C5H9NO3

C5H9NO3 as an isolated structure (ωB97M-V/def2-TZVPD, the Open Molecules 2025 dataset).

Element x y z (Å)
C (1.35, -1.54, -0.41)
C (-0.89, -0.35, -0.55)
C (-1.53, -1.40, 0.14)
O (0.62, -0.32, -0.57)
H (-1.21, -0.22, -1.58)
H (1.21, -2.19, -1.27)
H (2.40, -1.25, -0.34)
H (1.05, -2.07, 0.50)
H (-1.27, -1.64, 1.16)
H (-2.41, -1.86, -0.28)
C (0.81, 1.08, 0.70)
N (1.21, 2.12, -0.05)
C (-1.31, 0.98, 0.23)
O (1.08, 0.67, 1.77)
O (-1.73, 1.96, -0.39)
H (1.62, 2.88, 0.47)
H (0.58, 2.39, -0.80)
H (-1.59, 0.79, 1.28)

**Net charge**: 0
**Orbital gap (alpha / beta)**: 6.830 / 8.051 eV

Atom charges from the Löwdin analysis, given in e for atoms 1 to 2: -0.045, -0.320

=====

Version x
# C5H9NO3

The molecule C5H9NO3 (ωB97M-V/def2-TZVPD, the Open Molecules 2025 dataset).

Element x y z (Å)
C (-0.26, 0.27, 1.43)
C (0.66, -0.87, 1.13)
C (-1.55, -0.67, -1.47)
C (1.00, -0.53, -0.33)
C (-0.46, 0.28, -1.01)
N (0.19, 1.48, 1.60)
O (1.96, 0.54, -0.23)
O (1.16, -1.43, -1.20)
O (-0.38, 1.41, -1.42)
H (2.09, 0.87, -1.13)
H (-1.32, 0.11, 1.60)
H (1.14, 1.67, 1.26)
H (-0.45, 2.26, 1.63)
H (0.13, -1.81, 1.17)
H (1.54, -0.90, 1.77)
H (-1.50, -0.79, -2.55)
H (-1.45, -1.65, -1.01)
H (-2.52, -0.23, -1.23)

**Net charge**: 0
**Orbital gap (alpha / beta)**: 6.616 / 6.612 eV

Atom charges from the Löwdin analysis, given in e for atoms 1 to 2: -0.069, -0.061

=====

Version y
# C5H9NO3

The molecule C5H9NO3 (ωB97M-V/def2-TZVPD, the Open Molecules 2025 dataset).

Element x y z (Å)
C (-0.56, 0.41, -0.49)
C (-2.88, -0.02, 0.27)
C (2.99, -0.30, -0.39)
N (-1.48, -0.19, 0.65)
C (0.47, -0.63, -0.09)
C (1.79, 0.03, 0.44)
O (-0.28, 1.72, -0.26)
O (0.44, -1.79, -0.45)
O (1.78, 0.79, 1.38)
H (-0.11, 1.85, 0.69)
H (-1.38, -1.12, 1.05)
H (-0.85, 0.28, -1.55)
H (-3.06, 1.04, 0.08)
H (-3.51, -0.33, 1.10)
H (-3.16, -0.61, -0.62)
H (3.11, -1.38, -0.41)
H (2.81, 0.03, -1.41)
H (3.88, 0.19, 0.02)

**Net charge**: 0
**Orbital gap**: 9.335 eV

Atom charges from the Löwdin analysis, given in e for atoms 1 to 2: -0.311, -0.133

=====

So which one wins? Going from most stable to least: version y, version x, version w.

=====

Version w
# C5H9NO3

The molecule C5H9NO3 (ωB97M-V/def2-TZVPD, the Open Molecules 2025 dataset).

Element x y z (Å)
C (-2.14, -0.27, -0.52)
C (-1.06, -0.44, 0.55)
N (-0.51, -1.78, 0.54)
C (2.44, 1.08, -0.48)
O (3.37, 0.93, -1.24)
C (1.19, 0.22, -0.57)
C (0.02, 0.60, 0.29)
O (-0.03, 1.66, 0.90)
H (-1.73, -0.50, -1.52)
H (-2.96, -0.98, -0.32)
H (-2.54, 0.75, -0.52)
H (-1.52, -0.17, 1.53)
H (-1.24, -2.47, 0.53)
H (0.87, 0.14, -1.62)
H (1.55, -0.81, -0.42)
H (0.13, -1.93, 1.35)
O (2.54, 1.93, 0.57)
H (1.63, 2.07, 0.94)

**Net charge**: 0
**Orbital gap**: 10.686 eV

Atom charges from the Löwdin analysis, given in e for atoms 1 to 2: -0.043, -0.401

=====

Version x
# C5H9NO3

The molecule C5H9NO3 (ωB97M-V/def2-TZVPD, the Open Molecules 2025 dataset).

Element x y z (Å)
C (1.43, 1.47, -0.98)
C (0.46, 1.04, 0.12)
N (-0.94, 1.11, -0.28)
C (-1.36, -1.82, 0.34)
O (-2.10, -2.62, -0.18)
C (-0.02, -1.44, -0.28)
C (0.76, -0.41, 0.50)
O (0.98, -0.62, 1.68)
H (1.27, 0.89, -1.90)
H (1.26, 2.52, -1.23)
H (2.47, 1.34, -0.64)
H (0.66, 1.66, 1.01)
H (-1.15, 1.95, -0.81)
H (0.59, -2.33, -0.48)
H (-0.28, -1.17, -1.32)
H (-1.59, 0.88, 0.63)
O (-1.66, -1.32, 1.72)
H (-0.78, -1.13, 2.12)

**Net charge**: 0
**Orbital gap**: 9.864 eV

Atom charges from the Löwdin analysis, given in e for atoms 1 to 2: -0.051, -0.420

=====

So which one wins? Going from most stable to least: version w, version x.

=====

Version w
# C5H9NO3

A 2-piece molecular cluster, C5H9NO3 overall (ωB97M-V/def2-TZVPD, the Open Molecules 2025 dataset).

Element x y z (Å)
C (1.76, -0.45, -0.09)
C (-2.25, -0.92, -0.08)
C (2.30, 0.79, 0.57)
N (-1.10, -0.03, 0.12)
C (0.65, -1.18, 0.24)
C (-0.50, 0.69, -1.01)
O (-1.46, 0.89, 1.13)
O (0.23, -2.28, 0.05)
O (-0.39, 1.90, -0.98)
H (-1.30, 1.77, 0.69)
H (2.52, -1.05, -0.57)
H (-0.30, 0.01, -1.85)
H (-3.11, -0.39, -0.48)
H (-2.49, -1.40, 0.87)
H (-1.93, -1.69, -0.77)
H (1.63, 1.18, 1.32)
H (2.46, 1.57, -0.18)
H (3.28, 0.57, 1.02)

**Net charge**: 0
**Orbital gap**: 8.598 eV

Atom charges from the Löwdin analysis, given in e for atoms 1 to 2: -0.158, -0.024

=====

Version x
# C5H9NO3

C5H9NO3 as an isolated structure (ωB97M-V/def2-TZVPD, the Open Molecules 2025 dataset).

Element x y z (Å)
C (1.45, -0.28, -0.19)
C (-2.17, -0.97, -0.05)
C (2.09, 0.84, 0.59)
N (-0.92, -0.22, 0.15)
C (0.38, -1.11, 0.29)
C (-0.11, 0.65, -1.10)
O (-1.10, 0.75, 1.15)
O (0.24, -2.31, 0.27)
O (-0.08, 1.86, -1.04)
H (-1.10, 1.59, 0.65)
H (2.13, -0.86, -0.81)
H (-0.28, 0.07, -2.01)
H (-2.94, -0.27, -0.36)
H (-2.44, -1.44, 0.90)
H (-2.00, -1.75, -0.79)
H (1.50, 1.29, 1.39)
H (2.34, 1.65, -0.11)
H (3.01, 0.50, 1.07)

**Net charge**: 0
**Orbital gap**: 8.993 eV

Atom charges from the Löwdin analysis, given in e for atoms 1 to 2: -0.130, 0.006

=====

So which one wins? Going from most stable to least: version x, version w.